Entry from the OMol25 dataset: a structure of composition C59H50ClN4O2S2Ti at a distorted geometry (wB97M-V/def2-TZVPD).

- 2S+1: 2
- <S²>: 0.755
- Gap between HOMO and LUMO (spin up / spin down): 7.3 / 7.4 eV
- Total energy: -4753.43648 Eh
- Molecular weight: 994.53 g mol⁻¹
- Charge: +2
- Relative energy (zero: lowest compared OMol25 entry of this formula, charge and spin): 1.723 eV

Positions of all 119 atoms, in Å:
Ti  0.0001  -1.2568  0.1125
C  1.0953  -0.5753  2.8247
N  -0.1538  -0.3840  2.0781
C  -0.3220  1.0676  1.8967
C  -1.5345  1.4040  1.0764
C  -2.5061  2.2752  1.5451
C  -3.5850  2.5770  0.7272
C  -3.6597  1.9665  -0.5140
C  -2.6648  1.0733  -0.8780
N  -1.6062  0.8059  -0.1158
C  -1.3166  -0.9857  2.7518
C  -2.3433  -1.4624  1.7491
C  -3.6548  -1.7170  2.1138
C  -4.5424  -2.2191  1.1696
C  -4.0784  -2.4058  -0.1280
C  -2.7619  -2.1219  -0.4207
N  -1.8834  -1.6820  0.4993
C  2.2564  -0.5885  1.8635
C  3.5604  -0.4426  2.3012
C  4.5964  -0.5461  1.3831
C  4.2716  -0.7937  0.0547
C  2.9455  -0.9225  -0.3058
N  1.9312  -0.8193  0.5756
H  1.0779  -1.5358  3.3505
H  1.2254  0.2073  3.5883
H  0.5686  1.4444  1.3727
H  -0.3922  1.5656  2.8765
H  -2.4258  2.7087  2.5310
H  -4.3553  3.2514  1.0658
H  -4.4773  2.1705  -1.1859
H  -2.7237  0.5442  -1.8200
H  -1.7734  -0.2890  3.4702
H  -0.9865  -1.8661  3.3186
H  -3.9812  -1.5431  3.1277
H  -5.5609  -2.4517  1.4337
H  -4.7288  -2.7846  -0.8983
H  -2.3805  -2.2597  -1.4259
H  3.7650  -0.2741  3.3472
H  5.6224  -0.4517  1.6951
H  5.0443  -0.8905  -0.6912
H  2.6747  -1.1319  -1.3361
C  -3.4088  0.7990  -6.8069
C  -2.5519  0.8251  -5.5828
C  -2.2465  -0.3421  -4.8900
C  -1.3957  -0.3175  -3.7990
C  -0.8422  0.8828  -3.3810
C  -1.1626  2.0633  -4.0323
C  -2.0139  2.0256  -5.1213
S  0.3995  0.8672  -2.0569
O  0.4029  -0.6248  -1.6471
C  1.7433  1.1012  -3.2561
C  1.6050  0.5231  -4.5309
C  2.3514  0.9587  -5.5850
C  3.1952  2.0800  -5.4358
C  3.8467  2.6739  -6.5361
C  4.6625  3.7575  -6.3583
C  4.8658  4.2842  -5.0743
C  4.2644  3.7164  -3.9851
C  3.4151  2.5985  -4.1310
C  2.7438  2.0219  -3.0072
C  3.3217  2.2756  -1.6687
C  4.7004  1.8819  -1.5297
C  5.4130  1.2042  -2.5451
C  6.7503  0.9405  -2.4188
C  7.4517  1.3056  -1.2624
C  6.7786  1.8984  -0.2311
C  5.3999  2.1808  -0.3304
C  4.7015  2.7610  0.7503
C  3.3744  3.0426  0.6340
C  2.7001  2.8470  -0.5855
S  0.9602  3.3733  -0.5342
O  0.4681  3.3717  -1.9308
C  1.2635  5.0963  -0.0786
C  1.0861  5.4403  1.2517
C  1.2778  6.7516  1.6494
C  1.6203  7.7315  0.7213
C  1.7617  9.1633  1.1220
C  1.8018  7.3574  -0.6098
C  1.6273  6.0467  -1.0146
H  -3.6697  -0.2182  -7.0863
H  -2.8867  1.2624  -7.6430
H  -4.3260  1.3642  -6.6458
H  -2.6536  -1.2866  -5.2215
H  -1.1335  -1.2381  -3.2935
H  -0.7341  2.9933  -3.6981
H  -2.2425  2.9451  -5.6385
H  0.9060  -0.2869  -4.6658
H  2.2561  0.4883  -6.5511
H  3.6838  2.2635  -7.5220
H  5.1530  4.2141  -7.2045
H  5.5065  5.1432  -4.9469
H  4.4236  4.1330  -3.0017
H  4.9053  0.8880  -3.4420
H  7.2732  0.4466  -3.2224
H  8.5102  1.1089  -1.1890
H  7.2924  2.1694  0.6780
H  5.2290  2.9797  1.6670
H  2.8331  3.4722  1.4632
H  0.7845  4.6895  1.9699
H  1.1517  7.0144  2.6894
H  1.7303  9.2783  2.2020
H  0.9481  9.7462  0.6895
H  2.6945  9.5793  0.7453
H  2.0821  8.1068  -1.3354
H  1.7496  5.7631  -2.0478
Cl  0.0168  -3.3066  -1.7933
C  1.5001  -3.8500  -1.0865
C  2.5451  -4.3225  -1.8513
C  3.7278  -4.6706  -1.2126
C  3.8309  -4.5574  0.1653
C  2.7631  -4.0981  0.9163
C  1.5676  -3.7179  0.3040
C  0.4027  -3.1705  1.0200
H  2.4453  -4.4186  -2.9211
H  4.5570  -5.0395  -1.7944
H  4.7493  -4.8368  0.6563
H  2.8429  -4.0384  1.9933
H  0.5982  -3.1979  2.0969
H  -0.4777  -3.8057  0.8350

***

Entry from the OMol25 dataset: a structure of composition C59H57ClIN13O5PSn (wB97M-V/def2-TZVPD).

- 2S+1: 1
- Gap between HOMO and LUMO (spin up / spin down): 3.4 / 4.8 eV
- Total energy: -4683.06575 Eh
- Molecular weight: 1340.23 g mol⁻¹
- Charge: +3
- Relative energy (zero: lowest compared OMol25 entry of this formula, charge and spin): 1.991 eV

Positions of all 138 atoms, in Å:
Sn  -2.0786  -1.4179  -0.5974
C  -0.7897  8.8579  9.0589
O  -2.0099  8.3221  8.5496
C  -1.9404  7.3641  7.6141
C  -0.7517  6.8698  7.0769
C  -0.7971  5.8788  6.1116
C  -2.0105  5.3674  5.6653
C  -3.1944  5.8758  6.2100
C  -3.1653  6.8588  7.1694
C  -2.0144  4.3260  4.6468
N  -0.9480  3.8076  4.0640
C  -1.4344  2.8824  3.1923
C  -2.8092  2.8199  3.2287
N  -3.1679  3.7534  4.1691
C  -3.5741  1.9491  2.4024
C  -4.9779  1.8568  2.3790
C  -5.5899  0.9795  1.5224
C  -4.7971  0.1978  0.6761
N  -3.4767  0.2681  0.6712
C  -2.8544  1.1141  1.5253
C  -1.4042  1.1433  1.5033
N  -0.7752  0.2892  0.6652
C  0.5464  0.3139  0.5934
C  1.3347  1.1955  1.3386
C  0.7107  2.0585  2.2070
C  -0.6900  2.0366  2.3122
H  -1.0770  9.5838  9.8113
H  -0.2243  9.3551  8.2694
H  -0.1840  8.0747  9.5171
H  0.2025  7.2538  7.4036
H  0.1211  5.4925  5.6897
H  -4.1634  5.5108  5.8875
H  -4.0751  7.2606  7.5940
H  -4.0973  3.9805  4.4777
H  -5.5757  2.4762  3.0359
H  -6.6664  0.8890  1.4894
H  -5.2515  -0.4995  -0.0190
H  1.0050  -0.3968  -0.0858
H  2.4102  1.1812  1.2239
H  1.2666  2.7584  2.8183
N  -3.9997  -0.1802  -2.9604
N  -4.4516  -1.2337  -3.7609
C  -4.3941  -2.5098  -3.3286
N  -4.9036  -3.4502  -4.1074
N  -3.8302  -2.6748  -2.1210
N  -3.7613  -3.9319  -1.5863
O  -3.3051  -3.9361  -0.4453
O  -4.0873  -4.9356  -2.1780
H  -4.7819  0.4213  -2.7193
H  -3.3134  0.3565  -3.4796
H  -4.8755  -1.0376  -4.6568
H  -5.3348  -3.2280  -4.9897
H  -4.8406  -4.4143  -3.8071
I  -1.7034  -2.8310  2.4382
C  -1.8773  -4.8604  2.9620
C  -3.0997  -5.2219  3.4428
C  -3.2758  -6.5051  3.9951
C  -2.2161  -7.3506  4.0860
C  -0.9385  -6.9868  3.5911
C  0.1578  -7.8687  3.7517
C  1.4067  -7.5368  3.3213
C  1.6020  -6.3323  2.6265
C  0.5635  -5.4563  2.4149
P  0.8796  -4.1058  1.2597
C  2.4721  -3.3944  1.7346
C  2.4982  -2.6027  2.8909
C  3.7019  -2.1371  3.3899
C  4.8911  -2.4504  2.7434
C  4.8749  -3.2380  1.6023
C  3.6739  -3.7064  1.0903
C  1.0385  -4.8129  -0.4633
C  1.0991  -6.2811  -0.6281
C  1.6954  -6.8229  -1.6961
C  2.4617  -6.0404  -2.6607
C  2.5779  -4.7136  -2.5674
C  1.8015  -3.9514  -1.5733
C  -0.7383  -5.7248  2.9603
H  -3.9306  -4.5295  3.4289
H  -4.2471  -6.7898  4.3748
H  -2.3303  -8.3231  4.5478
H  -0.0168  -8.8180  4.2431
H  2.2432  -8.2025  3.4814
H  2.5907  -6.1087  2.2402
H  1.5837  -2.3639  3.4166
H  3.7121  -1.5355  4.2887
H  5.8336  -2.0948  3.1384
H  5.8017  -3.5029  1.1117
H  3.6993  -4.3630  0.2346
H  0.6580  -6.9031  0.1375
H  1.6918  -7.8997  -1.8048
H  3.0159  -6.5724  -3.4222
H  3.2640  -4.1604  -3.1971
H  2.1415  -2.9563  -1.3144
C  0.8264  2.8583  -7.2646
C  1.4727  3.6721  -6.1277
C  0.7199  4.9998  -5.9795
C  2.9220  3.9902  -6.5306
C  1.4395  2.8575  -4.7896
O  2.0406  1.5849  -4.9483
C  2.1109  3.6257  -3.6322
C  2.3951  2.8042  -2.3696
C  3.5169  1.7999  -2.4991
C  3.2869  0.4387  -2.3571
C  4.3165  -0.4835  -2.4692
C  5.6019  -0.0442  -2.7289
Cl  6.8830  -1.2027  -2.8869
C  5.8612  1.3073  -2.8734
C  4.8191  2.2169  -2.7554
C  -0.0508  2.5732  -4.4332
N  -0.3366  1.2869  -3.7740
C  -0.7076  1.0748  -2.5176
N  -0.9437  -0.2204  -2.3327
C  -0.7092  -0.7591  -3.5702
N  -0.3517  0.1245  -4.4652
H  1.1224  3.2769  -8.2259
H  -0.2645  2.8985  -7.2364
H  1.1263  1.8107  -7.2462
H  0.7162  5.5204  -6.9379
H  1.1923  5.6629  -5.2534
H  -0.3251  4.8592  -5.6925
H  2.9241  4.4237  -7.5301
H  3.5660  3.1065  -6.5776
H  3.3920  4.7167  -5.8695
H  2.8425  1.6770  -5.4750
H  1.4716  4.4696  -3.3641
H  3.0541  4.0504  -3.9729
H  1.4897  2.2918  -2.0354
H  2.6586  3.5037  -1.5716
H  2.2696  0.0888  -2.2120
H  4.1335  -1.5447  -2.3783
H  6.8691  1.6440  -3.0747
H  5.0371  3.2737  -2.8635
H  -0.6614  2.5773  -5.3301
H  -0.4199  3.3434  -3.7587
H  -0.7926  1.8487  -1.7709
H  -0.8038  -1.8106  -3.7879
O  -0.4987  -3.1816  -1.5306
N  0.3778  -4.0909  -1.5452

***

Entry from the OMol25 dataset: a cluster of 9 separate species, C59H61N2O36P4S in total at a distorted geometry (wB97M-V/def2-TZVPD).

- 2S+1: 1
- Gap between HOMO and LUMO: 7.1 eV
- Total energy: -6866.46804 Eh
- Molecular weight: 1530.08 g mol⁻¹
- Charge: +1
- Relative energy (zero: lowest compared OMol25 entry of this formula, charge and spin): 0.000 eV

Positions of all 163 atoms, in Å:
C  -1.7869  5.3549  -0.4500
C  -2.6191  5.3031  -1.7306
C  -4.0824  4.9499  -1.4565
C  -2.0199  4.4162  -2.8175
N  -1.8367  3.0032  -2.2920
C  -0.3976  2.6413  -1.9470
P  0.8556  2.8371  -3.3294
O  2.0589  3.5391  -2.8332
C  -0.3275  1.2775  -1.2575
P  1.4933  0.8684  -1.0768
C  2.1619  2.0785  0.1209
C  1.5023  -0.7249  -0.2076
C  -0.9939  0.1853  -2.0908
C  -2.4493  0.5650  -2.4086
P  -3.4974  0.6172  -0.8852
N  -5.0156  0.8010  -1.2379
P  -3.2329  -0.7409  -3.4698
O  -2.2828  -1.2845  -4.4282
O  -3.7812  -1.8224  -2.4344
O  -4.4877  0.0042  -4.1020
C  -2.5711  1.9443  -3.0940
S  -2.0327  2.0265  -4.8259
H  -0.7215  5.4712  -0.6559
H  -1.8996  4.4314  0.1383
H  -2.1269  6.1567  0.2025
H  -2.6003  6.3030  -2.1708
H  -4.5433  5.7110  -0.8283
H  -4.6457  4.9502  -2.3927
H  -4.2169  3.9684  -0.9853
H  -2.6988  4.3808  -3.6658
H  -1.0765  4.8295  -3.1609
H  -2.3368  3.0330  -1.3996
H  -0.0653  3.3781  -1.2140
H  0.1720  3.5792  -4.3044
H  1.0537  1.5873  -3.9194
H  -0.7756  1.3370  -0.2564
H  2.2603  1.6660  1.1270
H  3.1515  2.3628  -0.2331
H  1.5749  2.9958  0.1714
H  0.9978  -1.4794  -0.8093
H  1.0092  -0.6869  0.7688
H  2.5339  -1.0512  -0.0893
H  -0.9793  -0.7607  -1.5494
H  -0.4660  0.0655  -3.0415
H  -3.0001  1.7022  -0.1348
H  -3.1899  -0.5408  -0.1619
H  -5.6197  0.0750  -0.8570
H  -4.6698  -1.6406  -2.0885
H  -5.2651  0.0481  -3.5180
H  -3.6295  2.2137  -3.0520
H  -3.2069  1.6244  -5.3213
C  2.6038  -3.4693  1.9927
C  2.9371  -3.9495  3.1968
C  2.5307  -5.3347  3.6510
O  2.8930  -5.6712  4.7596
C  1.7384  -6.1520  2.7462
C  1.4018  -5.6593  1.5463
C  1.8235  -4.2839  1.0957
O  1.4690  -3.8991  -0.0069
O  0.6795  -6.3252  0.6497
O  3.6278  -3.2387  4.0715
H  2.8841  -2.4779  1.6665
H  1.4457  -7.1386  3.0754
H  0.5939  -5.7408  -0.1284
H  3.7353  -3.7484  4.8975
C  2.4171  1.3423  4.3626
C  3.2469  0.2935  4.2915
C  4.2436  -0.0331  5.3888
O  4.9302  -1.0172  5.1876
C  4.3112  0.8291  6.5459
C  3.4858  1.8861  6.6125
C  2.4796  2.1950  5.5228
O  1.7611  3.1668  5.6795
O  3.4696  2.7401  7.6213
O  3.2853  -0.5587  3.2813
H  1.7043  1.5889  3.5885
H  5.0319  0.6011  7.3182
H  2.7785  3.4011  7.4253
H  3.9524  -1.2359  3.5367
C  -9.7926  1.2257  -3.0623
C  -8.6393  0.8473  -2.4969
C  -8.5334  -0.4072  -1.6530
O  -7.4237  -0.7004  -1.2227
C  -9.7155  -1.1913  -1.4152
C  -10.8781  -0.8057  -1.9693
C  -10.9826  0.4275  -2.8442
O  -12.0759  0.6732  -3.3112
O  -12.0138  -1.4526  -1.8169
O  -7.5053  1.5223  -2.6466
H  -9.8781  2.1123  -3.6745
H  -9.6291  -2.0754  -0.7998
H  -12.6886  -0.9623  -2.3288
H  -6.8222  1.1180  -2.0759
C  2.3535  -9.0060  -0.3525
C  2.0073  -9.7383  -1.4205
C  2.6240  -11.0927  -1.7028
O  2.2207  -11.6730  -2.6974
C  3.6267  -11.6081  -0.8049
C  3.9748  -10.8748  0.2640
C  3.3473  -9.5280  0.5574
O  3.7255  -8.9555  1.5652
O  4.8791  -11.2482  1.1516
O  1.1069  -9.3592  -2.3128
H  1.9221  -8.0401  -0.1306
H  4.0623  -12.5729  -1.0215
H  4.9255  -10.5339  1.8172
H  1.0427  -10.0819  -2.9689
C  1.0508  7.9847  4.2907
C  1.2662  6.6592  4.3347
C  1.2351  5.7956  3.0883
O  1.4749  4.6135  3.2479
C  0.9275  6.4144  1.8166
C  0.7058  7.7365  1.7784
C  0.7685  8.6061  3.0189
O  0.5644  9.7943  2.8485
O  0.4184  8.4082  0.6772
O  1.5169  5.9911  5.4439
H  1.0735  8.6094  5.1723
H  0.8901  5.7884  0.9355
H  0.3183  9.3432  0.9539
H  1.6088  5.0402  5.2117
C  2.2721  9.2955  -3.4644
C  1.0596  8.8291  -3.7962
C  0.5511  7.4979  -3.2973
O  -0.5767  7.1601  -3.6415
C  1.4018  6.7008  -2.4582
C  2.6173  7.1575  -2.1244
C  3.1292  8.5004  -2.6041
O  4.2391  8.8196  -2.2343
O  3.4571  6.4814  -1.3662
O  0.2098  9.4798  -4.5780
H  2.6454  10.2468  -3.8161
H  1.0453  5.7380  -2.1243
H  4.2614  7.0379  -1.2642
H  -0.5880  8.9253  -4.6565
C  -1.1300  -14.7849  -0.1550
C  -2.4700  -14.7952  -0.1952
C  -3.2526  -14.0332  -1.2433
O  -4.4659  -14.1260  -1.1894
C  -2.5284  -13.2543  -2.2215
C  -1.1868  -13.2418  -2.1851
C  -0.4030  -14.0198  -1.1451
O  0.8101  -13.9451  -1.2024
O  -0.4428  -12.5562  -3.0372
O  -3.2316  -15.4582  0.6591
H  -0.5640  -15.3262  0.5897
H  -3.0960  -12.7042  -2.9585
H  0.4998  -12.7187  -2.8164
H  -4.1556  -15.2895  0.3861
C  6.5552  6.7722  2.6520
C  7.0354  5.8299  3.4794
C  6.4911  4.4162  3.4974
O  7.0134  3.6393  4.2745
C  5.4003  4.0805  2.6073
C  4.9186  5.0225  1.7847
C  5.4836  6.4287  1.7496
O  4.9899  7.1953  0.9387
O  3.9320  4.8087  0.9274
O  8.0146  6.0360  4.3400
H  6.9428  7.7808  2.6282
H  5.0098  3.0728  2.6369
H  3.7436  5.6485  0.4582
H  8.1639  5.1866  4.8010